Below is C13H19IIrN3O3 as an isolated structure, with properties calculated with the ωB97M-V functional and the def2-TZVPD basis.

Structure (XYZ):
```
40
Properties=species:S:1:pos:R:3:lowdin_charge:R:1
Ir -0.16 0.85 1.04 1.42
C 1.14 1.13 3.41 -0.21
C 2.10 0.77 2.22 -0.25
N 1.52 -0.12 1.25 -0.25
C 0.85 -1.32 1.77 -0.24
C -0.60 -1.57 1.23 -0.23
N -1.58 -0.48 1.17 -0.24
C -2.23 -0.09 2.40 -0.21
C -1.26 0.40 3.51 -0.21
N -0.25 1.29 2.96 -0.26
H 1.48 2.06 3.87 0.11
H 1.22 0.36 4.19 0.11
H 3.03 0.35 2.62 0.11
H 2.36 1.70 1.71 0.11
H 1.94 -0.34 0.25 0.16
H 0.84 -1.36 2.86 0.10
H 1.46 -2.18 1.48 0.10
H -1.03 -2.43 1.76 0.12
H -0.47 -1.92 0.20 0.12
H -2.14 -0.59 0.26 0.16
H -2.84 -0.92 2.79 0.12
H -2.92 0.73 2.17 0.12
H -0.81 -0.48 4.00 0.11
H -1.82 0.92 4.29 0.11
H -0.55 2.40 3.01 0.17
I 1.51 -1.32 -7.55 0.85
C 0.76 -0.69 -5.72 -0.75
C 1.53 -0.81 -4.57 -0.15
C 1.02 -0.39 -3.34 -0.03
C -0.27 0.16 -3.24 -0.12
C -1.04 0.27 -4.42 -0.01
C -0.53 -0.15 -5.65 -0.15
C -0.82 0.62 -1.91 -0.57
O -2.00 1.10 -1.90 -0.01
O -0.07 0.48 -0.89 -0.23
H 2.54 -1.22 -4.61 0.09
H 1.63 -0.48 -2.44 0.09
H -2.04 0.69 -4.36 0.12
H -1.15 -0.05 -6.53 0.09
O -0.35 2.61 0.69 -0.41
```

As for the HOMO-LUMO gap (spin up / spin down): 2.91 / 7.68 eV. The multiplicity is 5. The calculation puts the total energy at -1298.440987 a.u. The value obtained for the LUMO energy (spin up / spin down) is 0.028 / -0.969 eV. Its highest occupied orbital energy (spin up / spin down) is -2.8806 / -8.6454 eV. For the energy relative to the best compared isomer or geometry (same formula, charge and spin), the calculation gives 140.9 kcal/mol.